No. 1
55
Properties=species:S:1:pos:R:3:lowdin_charge:R:1 method="wB97M-V/def2-TZVPD" homo_energy_ev=-11.2 e_lumo_ev=-2.548 gap_ev=8.619 total_energy_ha=-1683.43585 charge=+1
C 0.50054 -0.07236 -1.29634 -0.209
H 1.38207 -0.58288 -1.68560 0.122
H -0.33977 1.82875 -1.91727 0.119
H 1.73042 -0.34851 6.95099 0.093
H 0.76816 4.60600 0.64507 0.063
C -0.77410 -0.69990 -1.88444 -0.240
H -4.24687 -5.81173 -3.99125 0.088
H -1.46553 -2.74953 -1.69776 0.052
H -4.22957 -5.19192 -6.48066 0.092
H -2.64608 -5.82613 -5.99915 0.092
H -0.61372 -2.17427 -0.26637 0.069
H 1.77727 0.88541 2.56125 0.033
P 1.06255 2.37047 -0.12586 0.999
C -3.23531 -4.91638 -6.12554 -0.054
H -0.52245 2.62714 5.20874 0.139
C 2.84096 2.49772 0.12315 -0.300
N 0.59307 1.17191 6.10253 -0.182
O 3.66034 2.72399 2.73210 -0.098
C 1.38286 -0.04562 5.96745 -0.017
H 1.96802 2.78040 -2.76274 0.078
H -4.78917 -4.23426 -3.37995 0.094
O 0.18253 1.25136 3.87747 -0.041
H 1.17727 1.52011 -3.69089 0.096
C -1.30383 -1.88546 -1.06022 -0.094
H 3.37417 2.10492 -0.74118 0.073
H 0.78200 -0.84361 5.53320 0.100
C 0.63592 1.44059 -1.61214 -0.458
H 2.82518 3.09946 3.03652 0.087
C 1.64802 1.73659 -2.73388 -0.084
H 3.08729 3.55838 0.20196 0.083
H -2.26885 -1.65016 -0.61579 0.077
H 1.36287 2.01539 7.86492 0.097
H 0.68727 4.50127 -1.11232 0.071
H 2.52478 1.10019 -2.63258 0.084
H -3.21613 -4.86741 -2.89651 0.089
H -2.75777 -4.29647 -6.88194 0.083
H -0.71611 3.98626 -0.12270 0.069
C -3.92768 -4.80855 -3.72038 -0.035
N -3.31889 -4.17916 -4.88090 -0.195
H -0.21030 2.64201 7.34629 0.087
H 2.24409 0.12301 5.32055 0.092
O 2.52302 0.55964 2.02176 -0.134
C 0.36891 4.02345 -0.18532 -0.187
O 4.87752 1.09765 1.20206 -0.219
H -0.09879 1.03575 8.07991 0.098
H -2.42043 -2.53043 -5.69210 0.135
H -1.54964 0.06389 -1.95304 0.104
P 3.58605 1.64209 1.56964 0.352
H 0.47316 1.74004 0.97049 0.059
O -2.91226 -2.26740 -3.73279 -0.003
C 0.40297 1.74669 7.42350 -0.037
C -2.85751 -2.92435 -4.75985 -0.341
H -0.57563 -1.04493 -2.89749 0.102
C 0.06053 1.71618 5.01186 -0.333
H 0.50658 -0.24529 -0.21645 0.087

No. 2
82
Properties=species:S:1:pos:R:3:lowdin_charge:R:1 method="wB97M-V/def2-TZVPD" homo_energy_ev=-10.8 e_lumo_ev=-0.415 gap_ev=10.337 total_energy_ha=-4048.35100 smiles="C[N+](=O)[O-].C[N+](=O)[O-].C[N+](=O)[O-].C[N+](=O)[O-].C[N+](=O)[O-].C[N+](=O)[O-].C[N+](=O)[O-].O=S1(=O)OCCO1.O=S1(=O)OCCO1.O=S1(=O)OCCO1" charge=0
C -6.11994 -1.50110 -0.63053 -0.182
H -0.11793 3.58828 -4.07187 0.089
O 1.05865 -6.12973 0.04572 -0.251
H -7.11357 -1.15393 -0.91386 0.133
N 0.78620 3.47586 -5.99738 -0.401
H 3.91520 -1.00359 6.81129 0.105
O 0.65015 7.44042 3.21355 0.043
O -3.47545 -3.37993 -0.14388 -0.290
H -2.27927 -0.03673 -6.76917 0.085
H 5.87475 0.72785 -1.34230 0.094
O 1.88764 -4.69920 -1.80875 -0.227
H 1.79535 -5.38403 -3.69740 0.132
C -5.08265 -0.54445 -1.16069 -0.212
H -6.40691 4.12728 2.83677 0.136
O -3.94907 -1.26114 -1.34797 -0.192
H 1.71529 -0.60246 -0.53388 0.104
H 3.33329 0.28654 5.67930 0.092
N -1.00583 -1.45005 -6.05375 -0.411
H 2.81413 -7.27775 -2.94047 0.125
N -0.16401 -4.62241 5.44004 -0.444
O 3.35412 -6.52201 -1.07017 -0.195
O 1.66437 2.73348 -6.44046 0.047
O 7.21044 -1.43736 0.44599 0.067
O -5.75659 -2.74938 -1.20279 -0.192
N 1.25081 0.44208 1.25992 -0.437
H -6.32373 6.36464 0.91018 0.132
H -3.20712 -1.38359 -6.10255 0.097
O -0.50892 -0.65864 -5.24775 0.034
O -0.27108 3.70296 -6.60652 0.023
S -4.09404 -2.83030 -1.41460 0.745
N 6.55570 -0.93714 -0.43801 -0.475
H -6.23199 -1.62509 0.44658 0.133
H 0.23771 -1.13271 0.38646 0.111
H -1.99907 -3.84479 4.95534 0.101
C -5.76959 4.84924 2.32619 -0.204
O -3.42069 6.14322 0.71983 -0.224
H 4.01825 -1.14848 4.98425 0.104
H 0.24658 0.34117 -0.54064 0.104
H 1.23473 5.08031 2.05396 0.090
H 2.01270 4.45771 3.46546 0.090
H -5.55836 5.65728 3.02659 0.135
O 2.61419 6.91514 3.97754 0.052
O 0.28117 0.79927 1.97903 0.022
H -4.80125 0.12199 -0.34536 0.145
O -3.01780 3.80752 0.05153 -0.213
O -3.71363 -3.56188 -2.60842 -0.231
O 2.41897 0.57562 1.56032 0.075
H -1.24922 -4.63133 3.66024 0.098
O 6.32319 -0.45609 6.25333 0.067
N 5.35471 0.21238 5.98941 -0.454
H 1.67989 3.47563 -4.01644 0.087
N 1.52506 6.61733 3.48383 -0.413
C -6.25752 5.27843 0.97233 -0.213
O 5.41856 1.42683 5.80621 0.047
H 7.64055 0.89224 -0.90077 0.102
H -7.22786 4.80406 0.82561 0.133
H 0.82553 5.02707 -4.49452 0.090
C 3.38613 -6.46253 -2.49738 -0.156
O -4.56272 4.21788 2.05694 -0.200
S -3.85580 4.76753 0.67305 0.708
C 0.87038 -0.29826 0.08394 0.024
O 2.98971 -4.59395 0.53844 -0.255
C -2.34532 -1.12349 -6.71716 0.055
H 4.40619 -6.42275 -2.87947 0.133
C 1.23346 5.14775 3.14187 0.049
C 0.82051 3.93711 -4.50284 0.065
H 0.24972 4.81093 3.46883 0.092
O 0.07688 -5.82040 5.32198 0.066
C 4.06831 -0.49832 5.85769 0.039
C 2.58192 -5.22271 -2.96026 -0.151
H 6.50955 1.08231 0.32045 0.098
O 6.01147 -1.57687 -1.27231 0.078
O -0.45391 -2.51963 -6.30439 0.048
H -0.67185 -2.95114 4.14781 0.100
O 0.09789 -3.95670 6.42512 0.049
H 3.25532 -4.40559 -3.21902 0.124
H -5.34934 -0.03729 -2.08793 0.142
H -2.42114 -1.38116 -7.77356 0.095
O -5.38729 4.78600 -0.02165 -0.194
C -1.02904 -3.93067 4.46566 0.031
C 6.65526 0.52970 -0.60772 0.037
S 2.28893 -5.48427 -0.38398 0.717

No. 3
67
Properties=species:S:1:pos:R:3:lowdin_charge:R:1 method="wB97M-V/def2-TZVPD" homo_energy_ev=-11.8 e_lumo_ev=-3.886 gap_ev=7.926 total_energy_ha=-2981.32140 charge=+1
N 3.02546 1.43364 -1.52650 -0.147
I 0.20563 0.17633 -3.23370 0.854
O 4.76080 -2.90464 3.46159 -0.262
H 3.99479 -0.33702 -0.71369 0.121
O -4.94984 -2.71645 -0.89207 -0.269
H 3.56881 2.18239 -3.57728 0.103
N -0.12954 4.71387 -3.34199 0.134
H 3.89921 0.31826 -3.30162 0.104
P -3.44964 2.65219 -2.00581 0.743
O -5.44848 -0.35093 -0.13760 -0.312
O -3.57350 0.92619 -2.40695 -0.244
H -1.52885 -0.22073 -1.11280 0.060
N -1.79047 3.24170 -2.22344 -0.139
H -4.87734 2.24252 -0.34810 0.087
H 2.64698 -1.09026 3.69730 0.072
H 4.84492 1.36478 -0.34379 0.116
H -3.38173 -2.72014 1.46665 0.085
H -4.55070 0.66379 -2.26276 0.091
C -0.43809 0.26428 -1.13923 -0.705
H 7.44639 -4.70756 2.49735 0.084
H 5.07990 -4.89196 3.16806 0.126
N -4.43488 3.43510 -3.03862 -0.201
H 2.27874 4.43680 -2.69323 0.193
H -8.96572 -3.38222 0.00326 0.087
H -3.64970 -0.99359 1.89894 0.081
H 0.22230 1.94271 0.31198 0.157
B 2.60888 2.86211 -1.23386 -0.521
H -1.62750 1.80088 0.04902 0.144
C -3.56514 -1.71458 1.08346 -0.111
H 1.30516 -0.10783 0.43610 0.063
C -7.45542 -2.28701 1.10170 -0.270
C 3.62068 -0.65484 3.93034 -0.120
O 6.13576 -0.82220 3.24459 -0.276
H 5.17985 -3.92188 1.70032 0.115
O -6.05112 -2.30236 1.31923 -0.256
C -7.87670 -3.34376 0.09633 -0.072
H -7.46536 -3.13352 -0.89485 0.069
H 5.03673 1.60462 -2.50364 0.108
C 3.91854 1.37302 -2.78289 -0.107
H -7.93404 -2.50014 2.06282 0.129
C -0.59440 1.82229 -0.55077 -0.148
C 5.43965 -3.94024 2.76425 -0.274
H -0.29745 -1.14498 0.64590 0.082
H -7.50841 -4.33004 0.39651 0.090
N -0.57324 2.86478 -1.60971 -0.075
H -2.75730 -1.42368 0.40742 0.043
O -4.08681 2.88873 -0.37530 -0.230
H -5.19134 3.92126 -2.48008 0.019
H 7.18879 -3.83611 4.03063 0.089
C 0.40604 3.72818 -2.31079 -0.213
H -2.40594 4.86063 -3.94843 0.156
S 4.85499 -1.38381 2.88111 0.627
C 3.80698 0.79906 -0.39830 -0.127
H 3.89142 -0.83495 4.97240 0.079
H 3.60852 0.41979 3.73212 0.075
H 7.35051 -2.94410 2.52090 0.069
H 3.28835 0.89626 0.64886 0.090
C 6.94231 -3.85663 2.96418 -0.075
S -5.07569 -1.72194 0.14860 0.630
C -1.61982 4.33541 -3.25786 0.065
C 0.47766 -0.69731 -0.14408 -0.151
N 1.74450 3.71641 -2.11570 0.201
O 4.36767 -1.37014 1.51624 -0.312
H -7.78550 -1.29004 0.79046 0.117
O 3.13929 3.50506 0.01944 0.022
H 0.89147 -1.64973 -0.72819 0.100
H 3.86200 4.13427 -0.33442 0.138